[1]
Density functional theory data (ωB97M-V with the def2-TZVPD basis set) for a molecular structure, C26H63GaN2O9PS2.

The geometry in XYZ format:
```
104
Properties=species:S:1:pos:R:3
C -2.089 1.794 0.727
C -2.300 0.469 1.431
O -3.391 -0.071 1.374
N -1.143 -0.063 2.008
C -1.329 -1.399 2.498
C -0.356 -2.421 1.978
O -2.160 -1.715 3.323
Ga -0.311 0.957 3.486
S 1.826 0.099 3.687
C -0.094 2.947 3.175
C -0.997 3.869 3.938
N -2.259 3.828 4.065
P -1.318 0.575 5.585
O -0.912 -0.935 6.059
O -0.566 1.501 6.683
S -3.253 0.770 5.674
H -1.078 1.921 0.353
H -2.279 2.626 1.405
H -2.809 1.893 -0.074
H 0.607 -2.201 2.444
H -0.658 -3.403 2.327
H -0.214 -2.390 0.903
H 2.243 0.095 2.414
H 0.923 3.157 3.507
H -0.110 3.199 2.115
H -0.500 4.698 4.447
H -2.643 2.995 3.615
H -1.733 -1.439 5.999
H -1.261 1.960 7.167
C -6.714 4.312 -3.956
C -5.197 4.226 -3.958
O -4.625 4.052 -2.680
C -5.008 2.878 -1.980
C -4.658 1.588 -2.701
H -7.048 5.125 -3.310
H -7.081 4.496 -4.967
H -7.175 3.391 -3.598
H -4.785 5.165 -4.332
H -4.856 3.439 -4.642
H -6.076 2.909 -1.738
H -4.478 2.916 -1.031
H -5.178 1.495 -3.656
H -4.933 0.731 -2.086
H -3.586 1.544 -2.900
C -2.315 4.844 -10.113
C -3.047 3.717 -9.403
O -2.862 3.699 -8.002
C -3.293 4.850 -7.300
C -4.775 5.149 -7.451
H -1.247 4.797 -9.900
H -2.461 4.763 -11.190
H -2.675 5.826 -9.803
H -2.664 2.759 -9.752
H -4.115 3.738 -9.651
H -2.694 5.722 -7.586
H -3.068 4.646 -6.253
H -5.047 5.368 -8.485
H -5.046 6.014 -6.845
H -5.370 4.295 -7.124
C 1.036 -3.356 7.083
C 0.648 -3.430 8.546
O 0.978 -4.658 9.186
C 2.348 -4.997 9.192
C 3.238 -3.984 9.894
H 0.573 -4.171 6.522
H 0.702 -2.407 6.662
H 2.117 -3.426 6.940
H -0.435 -3.345 8.641
H 1.077 -2.587 9.099
H 2.705 -5.175 8.171
H 2.404 -5.953 9.716
H 3.225 -3.015 9.396
H 4.270 -4.338 9.905
H 2.909 -3.837 10.924
C 0.929 -1.615 -1.988
C 1.478 -0.539 -1.067
O 2.804 -0.784 -0.631
C 3.786 -0.873 -1.641
C 3.937 0.385 -2.480
H 0.964 -2.589 -1.496
H -0.106 -1.391 -2.246
H 1.495 -1.693 -2.918
H 0.870 -0.503 -0.163
H 1.402 0.449 -1.537
H 3.602 -1.744 -2.281
H 4.721 -1.067 -1.113
H 3.030 0.617 -3.038
H 4.748 0.259 -3.199
H 4.165 1.241 -1.843
C 8.236 -5.316 -1.438
C 7.284 -4.268 -1.990
O 6.032 -4.781 -2.398
C 5.261 -5.415 -1.391
C 4.918 -4.519 -0.215
H 8.403 -6.104 -2.173
H 9.195 -4.857 -1.194
H 7.851 -5.781 -0.530
H 7.715 -3.823 -2.888
H 7.150 -3.454 -1.268
H 5.759 -6.329 -1.048
H 4.345 -5.728 -1.892
H 5.807 -4.190 0.325
H 4.282 -5.053 0.491
H 4.385 -3.629 -0.551
```

Output
Energy relative to the best compared isomer or geometry (same formula, charge and spin) in eV: 0.000
Multiplicity: 1
Charge: -1
HOMO-LUMO gap in eV: 7.4
Calculated total energy in Ha: -4877.7610

=====

[2]
Density functional theory data (ωB97M-V with the def2-TZVPD basis set) for a molecular structure, C26H64ClN7NbO8.

The geometry in XYZ format:
```
107
Properties=species:S:1:pos:R:3
C 5.665 -0.700 -2.172
C 4.348 -1.668 -1.830
O 3.191 -1.057 -2.503
Nb 1.979 -2.479 -3.483
C 0.447 -2.225 -1.782
C -0.829 -1.271 -2.169
C -0.778 0.244 -1.543
Cl 0.872 1.083 -1.646
H 6.632 -1.022 -1.583
H 5.797 -0.715 -3.343
H 5.327 0.402 -1.881
H 4.566 -2.774 -2.179
H 4.172 -1.614 -0.655
H 1.177 -1.132 -4.412
H 3.173 -2.596 -4.883
H 2.771 -3.899 -2.692
H 0.854 -3.651 -4.305
H 0.998 -1.929 -0.790
H 0.012 -3.320 -1.595
H -1.815 -1.777 -1.725
H -0.870 -1.202 -3.353
H -1.143 0.323 -0.424
H -1.539 0.895 -2.185
C -2.221 -5.115 1.853
C -1.449 -5.150 0.562
O -1.638 -4.338 -0.340
N -0.511 -6.130 0.415
C -0.149 -7.166 1.356
H -2.933 -4.284 1.833
H -2.780 -6.046 1.980
H -1.538 -4.964 2.693
H -0.027 -6.099 -0.475
H 0.914 -7.060 1.587
H -0.319 -8.134 0.878
H -0.727 -7.111 2.279
C 8.691 3.211 0.084
C 8.679 2.667 -1.319
O 9.391 1.729 -1.666
N 7.838 3.257 -2.217
C 6.933 4.363 -1.998
H 9.405 2.648 0.691
H 8.996 4.260 0.076
H 7.699 3.108 0.533
H 7.878 2.845 -3.143
H 5.920 4.024 -2.228
H 7.208 5.169 -2.683
H 6.966 4.732 -0.972
C 5.621 -6.245 1.454
C 4.377 -5.397 1.437
O 3.250 -5.885 1.446
N 4.537 -4.043 1.411
C 5.771 -3.291 1.397
H 5.346 -7.303 1.474
H 6.212 -6.058 0.553
H 6.211 -6.024 2.347
H 3.661 -3.531 1.401
H 5.784 -2.641 2.275
H 5.784 -2.675 0.494
H 6.651 -3.934 1.409
C -4.240 -7.221 6.259
C -3.467 -7.256 4.968
O -3.656 -6.444 4.066
N -2.529 -8.236 4.821
C -2.167 -9.272 5.762
H -4.951 -6.390 6.239
H -4.798 -8.152 6.386
H -3.556 -7.070 7.099
H -2.045 -8.205 3.931
H -1.104 -9.166 5.993
H -2.337 -10.240 5.285
H -2.745 -9.217 6.685
C -4.458 4.012 -4.429
C -3.685 3.976 -5.720
O -3.874 4.788 -6.622
N -2.747 2.996 -5.867
C -2.385 1.961 -4.926
H -5.169 4.842 -4.449
H -5.016 3.081 -4.303
H -3.775 4.162 -3.589
H -2.263 3.028 -6.757
H -1.322 2.066 -4.695
H -2.555 0.992 -5.404
H -2.963 2.015 -4.003
C -5.546 6.443 0.239
C -5.557 5.900 -1.164
O -4.845 4.961 -1.511
N -6.398 6.490 -2.062
C -7.303 7.595 -1.843
H -4.831 5.880 0.846
H -5.240 7.493 0.231
H -6.537 6.340 0.688
H -6.358 6.077 -2.988
H -8.317 7.256 -2.073
H -7.028 8.401 -2.528
H -7.270 7.964 -0.817
C -3.929 9.284 4.010
C -4.169 8.019 3.230
O -5.271 7.730 2.771
N -3.108 7.183 3.043
C -1.749 7.351 3.503
H -4.860 9.854 4.083
H -3.594 9.041 5.022
H -3.185 9.901 3.501
H -3.336 6.351 2.511
H -1.091 7.354 2.630
H -1.497 6.499 4.141
H -1.609 8.276 4.064
```

Output
Energy relative to the best compared isomer or geometry (same formula, charge and spin) in eV: 3.434
Multiplicity: 1
Charge: -1
HOMO-LUMO gap in eV: 5.9
Calculated total energy in Ha: -2531.2563

=====

The highest energy relative to the best compared isomer or geometry (same formula, charge and spin) belongs to which entry?
C26H64ClN7NbO8

=====

Look up the energy relative to the best compared isomer or geometry (same formula, charge and spin) of the second one.
3.434 eV

=====

Which value of calculated total energy does entry 2 give?
-2531.2563 Ha